A cluster of 2 separate species, NO5S in total in a non-equilibrium geometry, computed with ωB97M-V with the def2-TZVPD basis set.

Last column: Löwdin charge in e.
CARTESIAN COORDINATES (ANGSTROEM)
N 1.374 0.161 0.841  -0.66
O -2.137 -1.377 -1.775  -0.46
O 2.020 -0.747 0.317  -0.07
O 0.256 0.457 0.354  -0.17
O -2.626 0.936 -1.265  -0.45
O 1.818 0.777 1.816  -0.07
S -1.625 -0.030 -1.654  0.87

Forces on the atoms, in the same order (eV/Å):
0.0 -0.1 -0.2
0.6 0.4 0.0
0.6 -0.7 -0.3
-0.8 0.4 0.0
0.7 -0.1 -0.1
-0.1 0.3 0.3
-1.0 -0.2 0.2

Output
HOMO-LUMO gap: 7.24 eV
Net charge: -1
Relative energy (zero: lowest compared OMol25 entry of this formula, charge and spin): 29.0 kcal/mol